Formula: C14H26N3O6P2
Source: the Open Molecules 2025 dataset
Level of theory: the ωB97M-V functional and the def2-TZVPD basis

Its energy above the lowest of the compared OMol25 structures with the same formula, charge and spin is 89.0 kcal per mole. Its HOMO energy is -1.85 eV.

```
! RIJCOSX wB97M-V def2-TZVPD def2/J DEFGRID3
* xyz -1 1
C 1.004 3.878 -1.038
C 1.260 2.485 -1.397
C -0.048 1.646 -1.856
N -0.705 0.936 -0.689
C -1.785 1.627 0.011
O -2.202 2.962 -0.351
C -2.571 0.995 1.218
P -3.982 2.013 2.002
O -3.495 3.443 2.419
C -2.148 -0.458 1.698
N -2.843 -1.072 2.846
C -0.987 -1.204 0.944
C -0.485 -2.670 1.330
C -1.656 -3.710 1.704
C -1.151 -5.262 1.757
C 0.412 -5.424 2.085
O 0.708 -6.686 2.756
C -0.271 -0.428 -0.257
P 1.190 -1.228 -1.196
N 0.587 -2.731 -1.970
O 2.313 -1.612 0.059
H 0.343 4.043 -0.113
H 1.414 4.756 -1.656
H 2.311 2.025 -1.359
H -0.757 2.433 -2.326
H 0.184 0.912 -2.723
H -2.610 2.905 -1.256
H -4.986 2.212 0.986
H -4.494 1.411 3.196
H -3.544 -0.449 3.269
H -2.133 -1.287 3.578
H 0.181 -2.563 2.275
H 0.170 -3.175 0.532
H -2.613 -3.588 1.072
H -1.980 -3.469 2.791
H -1.406 -5.787 0.766
H -1.751 -5.782 2.601
H 0.851 -4.595 2.747
H 1.026 -5.442 1.098
H -0.016 -7.318 2.554
H 0.520 -2.506 -2.973
H -0.333 -2.954 -1.558
H 2.501 -2.577 0.100
O 2.661 6.107 -2.869
C 3.937 6.163 -3.201
C 4.558 4.660 -3.217
O 5.840 4.720 -3.521
H 4.601 6.752 -2.543
H 4.178 6.589 -4.192
H 3.906 4.084 -3.899
H 4.293 4.222 -2.237
*
```

***

Formula: C14H26N4OP2Sm
Source: the Open Molecules 2025 dataset
Level of theory: the ωB97M-V functional and the def2-TZVPD basis

Its energy above the lowest of the compared OMol25 structures with the same formula, charge and spin is 91.8 kcal per mole. Its HOMO energy (alpha / beta) is -13.95 / -13.98 eV.

```
! RIJCOSX wB97M-V def2-TZVPD def2/J DEFGRID3
* xyz 2 7
Sm 0.126 0.270 0.189
P 0.914 2.714 0.624
P -0.621 -0.728 2.478
N 1.301 0.499 -1.653
N 0.184 -1.793 -0.411
H 1.376 -0.581 -3.339
H 0.147 -2.638 -2.239
H -0.323 -0.318 -2.795
C 0.710 -0.539 -2.477
H 1.794 -2.232 -1.630
C 0.754 -1.891 -1.729
H 1.770 1.938 -2.985
H -0.348 -3.654 0.081
C 1.469 1.799 -1.942
C -0.292 -2.637 0.477
C 1.427 2.855 -0.991
C -0.698 -2.285 1.803
H 1.762 3.829 -1.314
H -1.119 -3.067 2.413
H 0.262 -0.463 3.529
H -1.839 -0.064 2.736
H 1.898 2.774 1.616
H -0.218 3.461 1.013
H 2.337 -2.179 0.749
C 3.038 -1.402 1.087
C 3.113 -1.401 2.592
C 4.347 -1.491 0.362
O 2.472 -0.089 0.696
H 3.606 -2.316 2.911
H 3.700 -0.545 2.941
H 2.127 -1.364 3.065
H 4.211 -1.440 -0.726
H 4.999 -0.666 0.668
H 4.824 -2.431 0.606
H 2.428 0.006 -0.288
N -5.906 2.000 -0.986
C -4.627 1.594 -0.747
C -4.022 0.613 -1.546
C -2.711 0.214 -1.293
N -2.013 0.795 -0.273
C -2.587 1.736 0.533
C -3.894 2.149 0.306
H -6.450 1.623 -1.741
H -6.349 2.700 -0.421
H -4.548 0.145 -2.370
H -2.217 -0.554 -1.884
H -1.998 2.149 1.347
H -4.318 2.904 0.961
*
```

***

Formula: C14H26Si2
Source: the Open Molecules 2025 dataset
Level of theory: the ωB97M-V functional and the def2-TZVPD basis

Its energy above the lowest of the compared OMol25 structures with the same formula, charge and spin is 16.7 kcal per mole. Its HOMO energy is -8.21 eV.

```
! RIJCOSX wB97M-V def2-TZVPD def2/J DEFGRID3
* xyz 0 1
C 4.180 2.632 -2.874
Si 2.549 1.839 -2.432
C 1.114 2.922 -3.006
C 2.476 0.080 -3.169
C 2.481 1.711 -0.538
C 1.213 1.070 -0.003
C 1.214 -0.257 0.322
C 0.042 -0.857 0.728
C -1.187 -0.202 0.621
C -2.506 -0.783 0.960
Si -2.591 -2.156 2.278
C -1.286 -1.838 3.692
C -4.340 -1.942 3.000
C -2.286 -3.830 1.328
C -1.148 1.132 0.189
C 0.009 1.827 -0.006
H 4.129 3.031 -3.926
H 4.959 1.892 -2.750
H 4.356 3.472 -2.130
H 1.171 3.829 -2.382
H 1.359 3.122 -4.042
H 0.107 2.479 -2.915
H 2.358 0.128 -4.264
H 3.447 -0.325 -2.990
H 1.638 -0.503 -2.803
H 3.418 1.294 -0.084
H 2.539 2.811 -0.277
H 2.090 -0.883 0.525
H 0.173 -1.846 1.160
H -2.934 -1.001 -0.031
H -3.168 0.006 1.369
H -1.271 -2.668 4.421
H -0.336 -1.731 3.194
H -1.581 -0.976 4.201
H -5.140 -1.760 2.277
H -4.482 -2.704 3.847
H -4.218 -0.986 3.490
H -2.419 -4.733 1.934
H -1.195 -3.869 1.187
H -2.780 -3.905 0.393
H -2.131 1.690 0.035
H -0.025 2.787 -0.523
*
```

***

Formula: C14H27Cl2N2O4PSSi
Source: the Open Molecules 2025 dataset
Level of theory: the ωB97M-V functional and the def2-TZVPD basis

Its HOMO energy is -8.48 eV.

```
! RIJCOSX wB97M-V def2-TZVPD def2/J DEFGRID3
* xyz 0 1
C 3.871 0.896 -0.421
C 3.199 -0.319 -1.283
C 3.043 -1.652 -0.407
C 1.543 -2.092 -0.055
Si 0.365 -0.717 0.540
Cl -0.375 0.554 -1.017
C -1.194 -1.624 1.265
C -2.134 -2.258 0.135
S -3.808 -2.666 0.906
C -4.951 -1.321 0.362
N -5.157 -0.010 0.901
N -6.090 0.630 0.110
C -6.437 -0.329 -0.894
O -5.764 -1.583 -0.773
P 1.145 0.472 2.282
O 1.586 2.067 1.734
Cl 2.850 -0.542 3.042
H 4.822 1.288 -0.950
H 4.198 0.535 0.609
H 3.142 1.769 -0.396
H 3.988 -0.554 -2.095
H 2.267 0.008 -1.848
H 3.493 -2.510 -1.039
H 3.699 -1.629 0.542
H 1.612 -2.865 0.803
H 1.075 -2.612 -0.957
H -1.810 -0.902 1.913
H -0.769 -2.423 1.970
H -1.671 -3.253 -0.218
H -2.252 -1.617 -0.801
H -7.164 -0.186 -1.752
H 0.801 2.404 1.232
C 7.459 -1.744 1.072
C 6.252 -2.085 1.904
C 6.364 -1.907 3.394
O 5.224 -2.490 1.391
H 7.234 -1.921 0.018
H 7.715 -0.691 1.203
H 8.300 -2.377 1.361
H 6.572 -0.860 3.629
H 7.157 -2.547 3.787
H 5.420 -2.190 3.865
C -6.138 3.211 -1.721
C -6.229 3.965 -3.021
C -6.964 5.280 -3.010
O -5.728 3.530 -4.041
H -5.582 2.285 -1.878
H -5.611 3.813 -0.978
H -7.140 2.962 -1.365
H -6.474 5.974 -2.324
H -8.002 5.123 -2.711
H -6.950 5.711 -4.013
*
```